Entry from the OMol25 dataset: a cluster of 9 separate species, C31H62NO11PS in total in a non-equilibrium geometry (wB97M-V/def2-TZVPD).

The calculation puts the LUMO energy at 0.415 eV. The HOMO energy is -0.2951 Ha. Its total energy is -2840.26502 hartree. The value obtained for the frontier orbital gap is 8.443 eV. As for the SMILES: CC(=O)OC[PH2](CCCS)OC#N.CC(C)=O.CC(C)=O.CC(C)=O.CC(C)=O.CC(C)=O.CC(C)=O.CC(C)=O.CC(C)=O.

Last column: Löwdin charge in e.
Atoms and positions in Å:
C -3.75 -0.26 1.50  0.0058
C -4.08 -0.99 0.24  -0.5449
O -4.96 -1.80 0.16  0.1152
O -3.41 -0.64 -0.88  -0.0610
C -2.08 -0.10 -0.84  -0.3158
P -0.82 -1.44 -0.41  1.0030
C 0.65 -0.66 -1.13  -0.2802
C 0.78 0.84 -0.92  -0.3100
C 0.67 1.29 0.54  -0.5823
S 2.32 1.46 1.24  0.7608
O 0.26 -3.00 0.01  -0.2075
C 0.13 -3.50 1.14  -0.4889
N -0.02 -3.98 2.20  0.1316
H -4.68 -0.21 2.07  0.0853
H -3.05 -0.83 2.10  0.0921
H -3.39 0.75 1.36  0.0573
H -1.88 0.21 -1.86  0.1002
H -2.03 0.78 -0.22  0.0782
H -1.55 -2.32 -1.19  0.0762
H -1.11 -1.42 0.95  0.0499
H 0.62 -0.89 -2.19  0.0787
H 1.52 -1.16 -0.73  0.0782
H 0.08 1.40 -1.53  0.0990
H 1.77 1.11 -1.28  0.0927
H 0.09 0.61 1.15  0.0327
H 0.19 2.26 0.59  0.0712
H 1.98 2.08 2.36  -0.1755
C 0.09 -0.42 5.79  -0.0209
C 0.60 -0.91 4.45  -0.4848
O 0.70 -0.15 3.51  0.0311
C 0.97 -2.36 4.35  -0.0453
H -0.14 0.64 5.74  0.0662
H -0.80 -0.98 6.08  0.0827
H 0.85 -0.59 6.56  0.0835
H 0.10 -2.99 4.58  0.0752
H 1.75 -2.59 5.08  0.0878
H 1.31 -2.59 3.35  0.0481
C 5.65 -3.91 -0.66  -0.0223
C 4.30 -3.25 -0.85  -0.4972
O 4.11 -2.09 -0.57  0.0645
C 3.19 -4.12 -1.39  -0.0149
H 6.35 -3.18 -0.27  0.0797
H 5.56 -4.75 0.03  0.0857
H 6.01 -4.29 -1.61  0.0823
H 3.02 -4.97 -0.72  0.0895
H 3.46 -4.50 -2.38  0.0856
H 2.28 -3.53 -1.46  0.0566
C 1.45 1.55 -5.86  -0.0199
C 1.95 0.37 -5.08  -0.4856
O 1.25 -0.25 -4.31  0.0490
C 3.40 -0.01 -5.31  -0.0128
H 0.41 1.74 -5.61  0.0819
H 2.04 2.44 -5.62  0.0910
H 1.56 1.35 -6.92  0.0503
H 4.05 0.82 -5.05  0.0876
H 3.55 -0.24 -6.36  0.0828
H 3.65 -0.88 -4.70  0.0790
C -0.31 4.04 4.36  -0.0166
C 1.01 4.71 4.08  -0.4946
O 1.91 4.12 3.54  0.0589
C 1.15 6.16 4.50  -0.0225
H -0.29 3.01 4.01  0.0735
H -0.52 4.06 5.43  0.0844
H -1.12 4.58 3.86  0.0798
H 0.99 6.25 5.57  0.0837
H 0.39 6.76 4.00  0.0851
H 2.14 6.52 4.24  0.0818
C -6.48 2.70 3.93  -0.0153
C -5.04 2.33 4.20  -0.4867
O -4.27 2.10 3.30  0.0469
C -4.62 2.24 5.64  -0.0155
H -6.66 2.72 2.86  0.0784
H -7.15 1.97 4.40  0.0877
H -6.70 3.68 4.36  0.0876
H -5.22 1.50 6.17  0.0875
H -4.77 3.21 6.14  0.0868
H -3.57 1.97 5.70  0.0773
C 1.06 -7.03 3.05  -0.0304
C 2.34 -7.79 2.81  -0.5057
O 3.29 -7.30 2.25  0.0581
C 2.37 -9.23 3.30  -0.0309
H 1.15 -6.02 2.67  0.0376
H 0.22 -7.53 2.56  0.0872
H 0.85 -6.99 4.12  0.0857
H 1.58 -9.80 2.82  0.0817
H 2.21 -9.26 4.38  0.0814
H 3.34 -9.67 3.06  0.0772
C 3.09 1.02 -11.19  -0.0210
C 2.43 1.71 -10.02  -0.4898
O 2.42 1.22 -8.91  0.0555
C 1.78 3.05 -10.30  -0.0176
H 3.52 0.08 -10.86  0.0820
H 2.36 0.84 -11.97  0.0866
H 3.87 1.66 -11.60  0.0864
H 1.00 2.93 -11.05  0.0869
H 2.52 3.75 -10.68  0.0869
H 1.34 3.44 -9.38  0.0811
C -4.08 4.25 0.83  -0.0233
C -3.67 4.64 -0.57  -0.5022
O -2.95 5.59 -0.78  0.0697
C -4.19 3.77 -1.69  -0.0163
H -3.64 4.94 1.54  0.0803
H -5.17 4.28 0.92  0.0847
H -3.75 3.24 1.06  0.0606
H -5.28 3.77 -1.69  0.0862
H -3.87 2.74 -1.55  0.0736
H -3.83 4.14 -2.64  0.0816